[1]
A cluster of 3 separate species, C3H4N4O in total. Source: OMol25; level of theory: the ωB97M-V functional and the def2-TZVPD basis.

```
12
Properties=species:S:1:pos:R:3:forces:R:3
N -2.1486 0.4793 0.0620 1.4652 -0.1048 1.2213
C -0.9999 1.1400 0.4428 1.1574 -3.3028 -1.9659
N 1.9415 -1.0479 0.6993 1.2625 -1.2358 -9.0153
H 1.2274 -1.8916 -0.5908 1.2857 1.9094 3.6472
H -3.0726 0.7889 -0.1283 -0.6393 0.7221 0.4543
H 2.9784 -1.3508 -0.5862 -2.1480 0.9069 3.7264
C 1.4078 0.2018 0.0220 7.7175 2.9633 0.1828
H -0.8947 2.1782 0.6841 -0.2963 0.1605 0.0510
N -0.6758 -0.9952 -0.1945 0.4949 -0.8067 0.6695
C 0.0422 0.1182 0.2347 -7.8080 2.4694 -0.7872
N -1.9597 -0.8413 -0.2177 2.0826 1.9146 -0.4746
O 2.1541 1.2204 -0.4274 -4.5742 -5.5961 2.2904
```
Forces are in eV/Å.

The value obtained for the highest occupied orbital energy is -9.9 eV. Its frontier orbital gap is 8.80 eV. The calculation puts the total energy at -410.6722 a.u.

=====

[2]
A structure of composition C36H40BCoNP2. Source: OMol25; level of theory: the ωB97M-V functional and the def2-TZVPD basis.

```
81
Properties=species:S:1:pos:R:3:forces:R:3
C -1.0400 -1.5731 -7.5829 0.1243 -0.0091 -0.1269
H 1.3640 -0.6665 -4.1111 -0.1830 -0.1066 0.0610
H -5.2903 3.5898 -2.7325 0.1047 -0.1090 0.0455
C 1.2121 0.9598 -7.3470 -0.0128 -0.3873 -0.0078
H 3.1000 3.5090 -4.8738 -0.0237 -0.0284 0.1320
H -2.5742 -1.8774 0.6129 -0.0114 -0.1458 -0.0118
C 0.7635 -0.5507 -3.2089 -0.2866 0.0407 0.0446
H -2.6400 1.5232 -7.1479 0.0764 -0.1099 -0.0394
C 2.2137 1.6417 -2.1667 -0.0565 0.2196 -0.0131
P -1.4769 -0.5158 -1.6419 -0.2732 0.0593 -0.0857
C -2.8535 -2.4774 -0.2495 -0.0291 -0.0612 -0.3187
H -6.0045 1.2096 -2.7271 0.1379 0.0432 0.0247
H 6.2409 -3.1652 -0.9806 -0.1272 0.0874 -0.0014
C 3.0319 -1.0402 -1.5343 0.6376 0.1714 0.0917
H 0.0950 -0.8024 -9.2715 0.0631 -0.0983 0.1452
C 2.9443 -2.3266 -0.9848 0.1665 0.1613 -0.0990
N 0.0000 0.0000 2.0000 -6.0085 -2.0703 1.3060
H 0.1096 2.7613 -7.2389 0.0281 -0.1134 -0.0884
H -2.5601 -2.4501 -3.6448 -0.0755 -0.1523 0.1444
C 0.3352 1.9979 -7.9969 -0.1374 0.0277 -0.0895
C 4.0949 -3.0894 -0.7907 -0.0439 0.1671 -0.1478
C -3.9348 -4.4060 -1.2249 0.1370 0.2329 -0.0513
C -2.6846 0.7715 -2.1056 -0.5507 0.1177 0.0869
H 0.9155 2.5220 -8.7726 -0.0831 -0.0993 0.1357
H -4.5040 -5.3243 -1.1101 0.0971 0.1246 -0.0090
C 2.4607 1.9765 -3.5057 0.0546 0.1411 0.2578
C 1.2050 -0.3733 -7.4652 -0.0246 0.3795 0.1024
H -3.8773 -3.9899 0.8896 0.0551 0.0445 -0.1398
C -4.0312 0.4538 -2.3303 0.1585 0.3298 -0.0817
H 2.4252 0.5008 1.1065 -0.4503 -1.0189 -1.0514
H 6.4112 -0.8743 -1.9295 -0.1216 -0.0636 0.0379
H -2.9061 4.1654 -2.3205 -0.0504 -0.1488 0.0123
H 1.9741 -2.7277 -0.7026 0.0746 0.0280 0.0020
C -4.5623 2.8031 -2.5554 0.1465 -0.2510 0.0372
B 0.0000 0.0000 4.8610 0.1538 0.1216 -0.7234
H -0.8003 0.8621 -9.4646 -0.0629 0.1279 0.1080
H -0.8142 -2.1423 -6.6703 -0.0055 0.0479 -0.0929
C -1.9101 0.8568 -7.6079 -0.0091 -0.3457 0.1890
C -3.5821 -3.6578 -0.1017 -0.0161 0.0814 -0.1744
H -1.2522 2.3738 -1.9003 -0.0434 0.0076 -0.0053
H -2.6691 -0.6722 -6.4411 0.0478 0.0669 -0.0867
C -3.5619 -3.9729 -2.5003 0.0251 0.0996 0.1890
C 5.3444 -2.5711 -1.1331 -0.1941 0.2205 -0.0770
H -1.5079 2.3966 -9.0206 0.0731 -0.1374 0.0595
Co 0.0000 0.0000 0.0000 -0.4842 -0.2009 -0.3510
C 2.9069 3.2546 -3.8353 -0.0297 -0.0260 0.2300
C -4.9630 1.4662 -2.5543 0.1785 0.1539 -0.0234
C 3.1075 4.2067 -2.8326 -0.0773 -0.2453 0.0558
H 1.1907 1.4610 1.9537 1.4943 0.3195 -0.2570
C 0.2918 -1.2449 -8.2933 -0.1555 -0.0396 0.0230
H 1.3645 -0.2765 2.2994 4.4441 0.2234 0.3120
H -4.3487 -0.5846 -2.3302 -0.0093 0.1695 0.0360
C 4.2920 -0.5210 -1.8665 -0.0336 -0.3890 0.0880
C -0.5588 -0.7579 -3.2088 0.3911 0.0227 0.1827
H 4.0154 -4.0878 -0.3696 0.0090 0.1518 -0.0483
H -1.0948 -1.0498 -4.1116 0.1700 0.1158 0.0540
C -3.2239 3.1263 -2.3246 -0.0024 -0.1993 -0.0721
H 1.9348 -0.9169 -6.8649 -0.0408 0.0660 -0.0723
H 0.9731 0.5616 5.2562 0.5414 0.3114 0.0937
H 4.3709 0.4803 -2.2796 0.0582 -0.1611 0.0906
H 0.8028 -2.1951 -8.4889 -0.0659 0.1459 0.0215
C 2.4207 2.5988 -1.1647 0.0207 -0.0202 -0.2943
H 0.0005 -1.1231 5.2572 0.0023 -0.5616 -0.1517
H 2.3154 1.2335 -4.2853 0.0014 0.2017 0.0744
P 1.5531 0.0138 -1.6557 -0.0416 -0.2474 -0.7168
C -1.9173 -0.4140 -7.1881 0.0073 0.3927 -0.0900
H 3.0290 4.6138 -0.7161 -0.0348 -0.0951 -0.1157
C -2.8361 -2.7937 -2.6512 -0.0762 -0.0504 0.3053
H 3.4584 5.2016 -3.0925 -0.0666 -0.1380 0.0405
C -2.2905 2.1178 -2.0951 -0.2675 -0.1830 -0.0754
H 2.2355 2.3191 -0.1297 0.0041 0.2103 -0.1702
H -3.8396 -4.5537 -3.3756 0.0352 0.0785 0.1239
C 2.8651 3.8779 -1.4983 0.0484 -0.1281 -0.1343
H 1.9634 1.3819 -6.6784 -0.0587 -0.0589 -0.0873
C 0.0000 0.0000 3.2610 -1.9882 -0.3630 -0.7930
C 1.4038 0.4842 1.5090 2.9309 2.9046 1.9839
C 5.4399 -1.2849 -1.6684 -0.1096 -0.2002 0.0631
H -0.9724 0.5618 5.2575 -0.4993 0.2829 -0.0590
H -1.6202 -2.2612 -8.2178 0.0935 0.1174 0.1168
C -0.9968 1.5162 -8.6132 0.1621 0.0123 0.0040
C -2.4756 -2.0396 -1.5246 -0.0323 -0.2662 -0.0780
```
Forces are in eV/Å.

The value obtained for the highest occupied orbital energy (alpha / beta) is -5.8 / -8.1 eV. The multiplicity is 4. Its frontier orbital gap (alpha / beta) is 5.95 / 8.27 eV. The calculation puts the total energy at -3540.5261 a.u.

=====

Computed relative energy (zero: lowest compared OMol25 entry of this formula, charge and spin), in the same sequence as the records: 207.75, 57.75 kcal/mol.